1.
The following is a DFT calculation (ωB97M-V/def2-TZVPD) of a cluster of 2 separate species, S2 in total in a non-equilibrium geometry.

Each line ends with the Mulliken charge.
Geometry (Å):
S  0.00000  0.00000  1.52153  0.00
S  0.00000  0.00000  -1.52153  0.00

The multiplicity is 1. Its total energy is -796.114479 hartree. The HOMO-LUMO gap comes out at 4.99 eV. Its net charge is 0.


2.
The following is a DFT calculation (ωB97M-V/def2-TZVPD) of a structure of composition C23H26BrCl2FMnN3OSi in a non-equilibrium geometry.

Each line ends with the Mulliken charge.
Geometry (Å):
Mn  0.23641  0.14950  -0.66966  0.86
C  2.20926  -2.58279  0.26221  -0.77
Si  3.01607  -0.96023  0.71508  0.04
C  4.14264  -0.51508  -0.70281  -1.08
C  4.16714  -1.34050  2.15803  -1.30
N  1.80107  0.21618  0.95669  0.37
C  1.57515  1.04335  2.00288  0.44
C  2.40393  1.26073  3.14049  -0.39
C  2.06350  2.12375  4.17465  -0.82
C  0.88048  2.85411  4.16139  -0.52
C  0.04039  2.69706  3.05878  -0.73
C  0.40673  1.83840  2.05660  0.19
F  -0.44995  1.70634  0.99501  -0.09
H  2.96180  -3.33329  -0.01358  0.44
H  1.54243  -2.45329  -0.59816  0.13
H  1.61324  -2.97861  1.09235  0.20
H  5.06724  -1.10300  -0.64352  0.32
H  4.39731  0.54971  -0.68718  0.29
H  3.66275  -0.71232  -1.66555  0.29
H  4.80645  -2.17768  1.85118  0.36
H  3.63665  -1.63353  3.07126  0.32
H  4.82221  -0.49389  2.39439  0.36
H  3.34079  0.72542  3.19622  0.17
H  2.74749  2.23047  5.01073  0.38
H  0.61879  3.52506  4.96951  0.37
H  -0.89702  3.23330  2.97029  0.41
Cl  -1.69656  -3.63970  -3.46769  -0.25
C  -1.83582  -3.52093  -1.73493  0.26
C  -2.53598  -4.52298  -1.04686  -0.58
C  -2.66360  -4.49251  0.30925  0.60
Cl  -3.53095  -5.78296  1.12415  -0.30
C  -2.09637  -3.43045  1.05498  0.07
C  -2.14541  -3.30819  2.46122  -0.85
C  -1.55463  -2.23783  3.06616  -0.99
C  -0.92104  -1.25990  2.27473  -0.16
N  -0.86325  -1.34311  0.96962  0.42
C  -1.41692  -2.41408  0.34981  0.15
C  -1.22850  -2.44359  -1.08963  0.16
O  -0.54611  -1.53932  -1.67244  -0.74
H  -2.97484  -5.33796  -1.60850  0.43
H  -2.64646  -4.07187  3.04248  0.39
H  -1.56647  -2.12566  4.14269  0.46
H  -0.45470  -0.39593  2.73526  0.22
Br  1.51509  1.27108  -2.40037  -0.72
C  -3.53297  3.55897  -3.26419  -1.70
C  -2.10930  2.99979  -3.30968  2.20
C  -1.85021  2.25441  -4.62578  -1.59
C  -1.07241  4.11283  -3.11366  -1.48
C  -1.93093  2.02841  -2.21127  -0.33
N  -1.67580  1.26628  -1.39916  -0.29
H  -3.66532  4.25133  -4.09805  0.41
H  -3.71278  4.09769  -2.33239  0.38
H  -4.27357  2.76253  -3.35293  0.39
H  -1.99163  2.94838  -5.45739  0.43
H  -2.53693  1.41573  -4.74540  0.39
H  -0.82988  1.86909  -4.64783  0.33
H  -1.14760  4.81037  -3.95075  0.41
H  -0.06629  3.69456  -3.07405  0.27
H  -1.25480  4.65635  -2.18470  0.37

The multiplicity is 6. Its total energy is -6166.577700 hartree. The HOMO-LUMO gap (alpha / beta) comes out at 6.73 / 6.76 eV. Its net charge is -1.


3.
The following is a DFT calculation (ωB97M-V/def2-TZVPD) of a structure of composition C30H24N4O4Pb.

Each line ends with the Mulliken charge.
Geometry (Å):
Pb  0.74692  0.22398  0.47115  1.80
O  -0.69701  1.63043  1.26813  -0.80
C  -1.29995  2.46655  0.45813  0.17
C  -2.70491  2.55244  0.47090  -0.50
C  -3.36047  3.45576  -0.33247  -0.47
C  -2.65904  4.32381  -1.17874  -0.76
C  -1.28773  4.25469  -1.20697  -0.72
C  -0.58916  3.32846  -0.41554  0.97
C  0.84331  3.28094  -0.53875  -0.32
N  1.60270  2.36267  -0.06553  0.11
C  3.04517  2.43152  -0.23137  -0.78
C  3.64607  1.62662  0.91440  -0.79
N  3.06475  0.29632  0.83763  0.04
C  3.74163  -0.73578  1.18904  -0.29
C  3.30878  -2.09964  1.07192  0.81
C  4.05280  -3.08944  1.73695  -0.74
C  3.70070  -4.41359  1.66204  -0.72
C  2.58892  -4.77185  0.88639  -0.47
C  1.85678  -3.83121  0.20336  -0.57
C  2.19356  -2.46411  0.27535  0.35
O  1.51427  -1.59716  -0.42883  -0.80
H  -3.24194  1.88478  1.13184  0.47
H  -4.44272  3.49509  -0.30864  0.40
H  -3.18992  5.03342  -1.79759  0.41
H  -0.72004  4.91278  -1.85606  0.37
H  1.31002  4.10617  -1.08689  0.31
H  3.39808  3.46527  -0.21908  0.46
H  3.32950  1.97295  -1.18299  0.27
H  3.37011  2.09385  1.86429  0.24
H  4.73549  1.58683  0.84723  0.44
H  4.74480  -0.57710  1.59756  0.31
H  4.91333  -2.78407  2.32252  0.37
H  4.27194  -5.16802  2.18442  0.40
H  2.30115  -5.81424  0.82067  0.39
H  1.00381  -4.10463  -0.40338  0.49
O  0.69167  -0.74729  2.34778  -0.51
C  -0.41321  -0.93582  3.06318  0.23
C  -0.31938  -0.77941  4.45243  -0.76
C  -1.38260  -1.07678  5.27762  -0.50
C  -2.58774  -1.53464  4.74758  -0.74
C  -2.70493  -1.66893  3.38144  -0.88
C  -1.64646  -1.36728  2.51347  1.26
C  -1.94276  -1.45283  1.09237  -0.68
N  -1.20059  -0.97645  0.16732  1.06
N  -1.67042  -1.02864  -1.12294  -1.19
C  -0.97736  -0.24983  -1.91341  0.46
O  0.02227  0.50305  -1.57604  -0.55
C  -1.39484  -0.18255  -3.33981  0.57
C  -2.37506  -1.03932  -3.83426  -0.28
C  -2.76273  -0.95654  -5.16107  -0.68
C  -2.17989  -0.01667  -6.00174  -0.41
C  -1.20380  0.83827  -5.51154  -0.73
C  -0.80987  0.75421  -4.18450  -0.37
H  0.62506  -0.43425  4.85172  0.42
H  -1.27662  -0.95536  6.34856  0.39
H  -3.41703  -1.77797  5.39748  0.40
H  -3.63999  -2.00613  2.94848  0.36
H  -2.89766  -1.88481  0.79371  0.30
H  -2.82226  -1.76261  -3.16691  0.45
H  -3.52263  -1.62685  -5.54186  0.40
H  -2.48671  0.04755  -7.03803  0.38
H  -0.74741  1.57155  -6.16416  0.40
H  -0.04876  1.41186  -3.78795  0.36

The multiplicity is 1. Its total energy is -1870.413897 hartree. The HOMO-LUMO gap comes out at 7.32 eV. Its net charge is 0.


4.
The following is a DFT calculation (ωB97M-V/def2-TZVPD) of a structure of composition C20H45InN2O2P2 in a non-equilibrium geometry.

Each line ends with the Mulliken charge.
Geometry (Å):
In  -0.66232  0.04564  -0.82253  2.12
P  -0.06896  -2.45276  -0.99523  0.26
P  -0.08304  2.55831  -0.69071  0.28
N  1.64821  0.09405  -1.62325  -0.39
C  1.57550  -2.41527  -1.80018  -1.08
H  2.16506  -3.23346  -1.37655  0.36
H  1.44038  -2.63352  -2.87150  0.59
C  2.46440  -1.17581  -1.58495  -0.94
H  2.84775  -1.11415  -0.57050  0.27
H  3.28188  -1.15697  -2.35303  0.49
C  2.44806  1.35188  -1.43904  -0.97
H  3.26298  1.43392  -2.20140  0.49
H  2.83285  1.17591  -0.44251  0.28
C  1.56019  2.60781  -1.50351  -1.09
H  1.42225  2.95741  -2.53952  0.60
H  2.14898  3.36889  -0.98374  0.36
C  0.09564  3.33792  0.96516  0.75
C  -1.09558  3.04661  1.88356  -1.24
H  -0.81773  3.31210  2.91352  0.46
H  -1.38759  1.99098  1.88690  0.03
H  -1.97520  3.64046  1.60639  0.31
C  -1.27821  3.48436  -1.73843  0.49
C  -2.66199  3.58973  -1.08294  -1.39
H  -3.39020  3.90645  -1.84312  0.48
H  -2.68235  4.33860  -0.27920  0.28
H  -3.01490  2.63143  -0.68103  0.20
C  -1.26966  -3.23217  -2.15333  0.49
C  -2.65579  -3.41131  -1.51803  -1.38
H  -3.38569  -3.62363  -2.31278  0.48
H  -3.00249  -2.50898  -0.99799  0.19
H  -2.68340  -4.25634  -0.81599  0.28
C  0.09863  -3.43706  0.55077  0.74
C  -1.09470  -3.25888  1.49545  -1.23
H  -0.82134  -3.64917  2.48640  0.47
H  -1.97494  -3.81207  1.14527  0.31
H  -1.38431  -2.21078  1.62731  0.03
C  -2.82499  -0.02680  0.25288  0.13
C  -0.76708  4.84238  -2.20887  -1.38
H  -0.67501  5.56281  -1.38985  0.22
H  0.19946  4.77643  -2.71562  0.33
H  -1.47757  5.26482  -2.92956  0.46
C  -0.76799  -4.52251  -2.79452  -1.38
H  -1.48190  -4.84758  -3.56122  0.46
H  0.19701  -4.39709  -3.29281  0.33
H  -0.67652  -5.34248  -2.07503  0.22
C  0.40925  -4.91465  0.32409  -1.56
H  0.72462  -5.35754  1.27853  0.43
H  -0.47076  -5.47899  -0.00722  0.30
H  1.22639  -5.07868  -0.38734  0.36
C  0.41005  4.83071  0.92348  -1.57
H  -0.46973  5.43408  0.66991  0.30
H  0.73070  5.14786  1.92476  0.44
H  1.22450  5.08039  0.23433  0.36
H  0.97974  2.82605  1.38170  0.27
H  0.98287  -2.98561  1.03218  0.27
H  -1.37144  2.82838  -2.62059  0.47
H  -1.35894  -2.46957  -2.94566  0.46
O  -3.66537  -0.05442  1.01588  -0.18
H  1.53972  0.16572  -2.65742  0.31
H  -1.47020  0.14620  -2.31558  -0.43
C  2.74174  -0.20429  3.22923  -0.78
N  1.30143  -0.21967  3.51942  0.16
C  0.83935  -0.30467  4.89529  -0.83
C  0.41802  -0.15595  2.52191  -0.47
O  0.76622  -0.08175  1.31262  -0.38
H  3.25821  -0.26612  4.18695  0.41
H  3.05257  0.72998  2.71963  0.23
H  3.04869  -1.06786  2.60550  0.23
H  0.23188  0.57160  5.13564  0.33
H  0.22719  -1.20099  5.02428  0.33
H  1.71211  -0.34727  5.53687  0.29
H  -0.64663  -0.17303  2.83649  0.45

The multiplicity is 1. Its total energy is -1921.369462 hartree. The HOMO-LUMO gap comes out at 8.47 eV. Its net charge is +2.


5.
The following is a DFT calculation (ωB97M-V/def2-TZVPD) of a structure of composition C23H39Cl8IO6Si2.

Each line ends with the Mulliken charge.
Geometry (Å):
C  3.47834  0.51871  2.33350  -1.45
C  2.56594  1.53004  1.62936  -0.08
C  1.17955  1.04747  1.16260  -0.44
I  0.27182  -0.22516  2.63421  0.06
Si  1.18144  0.18575  -0.51157  -0.19
C  2.67482  -0.92670  -0.65116  -0.32
C  2.81115  -1.55801  -2.04344  -0.80
O  4.00743  -1.13461  -2.74668  -0.38
C  5.13097  -1.75773  -2.34032  0.16
O  5.92571  -2.23036  -3.09585  -0.48
C  1.28567  1.43382  -1.94069  1.07
C  2.07259  2.66057  -1.63502  -0.29
O  3.25560  2.67712  -1.44954  -0.52
O  1.33453  3.82781  -1.54734  -0.46
O  -0.11828  -0.78590  -0.78500  -0.39
Si  -1.71036  -0.29478  -0.65855  -0.90
C  -2.44466  0.22191  -2.31492  -0.80
C  -3.29105  1.45629  -2.08563  0.61
C  -2.69886  2.70778  -2.23526  -0.29
C  -3.38829  3.88142  -1.99324  -0.82
C  -4.71153  3.81480  -1.58553  -0.55
C  -5.31750  2.58168  -1.45231  -0.75
C  -4.63438  1.39371  -1.69969  0.89
C  -5.38474  0.09546  -1.53320  -1.67
C  -2.66427  -1.65782  0.20232  -0.93
C  -3.30407  -2.73100  -0.68899  0.65
C  -4.50362  -3.42681  -0.02247  -1.29
O  -2.28522  -3.66437  -1.05920  -0.35
H  3.32244  -0.50646  2.00750  0.31
H  4.51735  0.76521  2.10796  0.42
H  3.38101  0.57521  3.41503  0.36
H  2.39296  2.35118  2.32639  0.55
H  3.10941  1.95222  0.78536  -0.06
H  0.53329  1.92364  1.12160  0.74
H  2.61258  -1.70733  0.10683  0.50
H  3.54433  -0.30274  -0.43601  0.51
H  1.99432  -1.30645  -2.71223  0.24
H  2.86058  -2.63998  -1.95071  0.24
H  5.28378  -1.77980  -1.25026  0.36
H  0.29180  1.67463  -2.31274  -0.39
H  1.80621  0.90943  -2.74615  0.47
H  1.09381  4.08663  -2.44545  0.35
H  -1.72411  0.91080  0.20720  -0.02
H  -3.06365  -0.56239  -2.74600  0.79
H  -1.66471  0.45764  -3.03821  0.74
H  -1.66397  2.76198  -2.55024  0.13
H  -2.89670  4.83548  -2.12038  0.41
H  -5.25463  4.72624  -1.37929  0.39
H  -6.35320  2.54641  -1.13868  0.43
H  -5.37467  -0.25852  -0.50366  0.26
H  -6.41476  0.23819  -1.85637  0.56
H  -4.97973  -0.67519  -2.18642  0.30
H  -1.91817  -2.17146  0.81406  0.33
H  -3.38084  -1.20735  0.89037  0.60
H  -3.65227  -2.30109  -1.62725  -0.16
H  -5.37404  -3.40397  -0.67493  0.29
H  -4.78961  -2.92525  0.90043  0.33
H  -4.27227  -4.46024  0.23383  0.43
H  -2.45439  -4.50447  -0.62924  0.28
C  2.20438  -5.15136  -4.02364  -0.27
Cl  0.89410  -4.43114  -3.07612  -0.05
Cl  1.67070  -5.64265  -5.63419  -0.17
H  2.99436  -4.41707  -4.13364  0.19
H  2.56263  -6.02807  -3.49875  0.33
C  -0.32399  0.41296  6.88526  -0.13
Cl  0.96454  1.43862  6.24452  -0.12
Cl  -1.90857  0.83257  6.21534  -0.16
H  -0.10700  -0.61081  6.62250  0.03
H  -0.36029  0.53569  7.96051  0.35
C  1.11091  -3.45160  8.59599  -0.25
Cl  -0.58856  -3.18011  9.00008  -0.15
Cl  1.78395  -2.11465  7.65473  -0.12
H  1.67521  -3.53988  9.51583  0.28
H  1.18467  -4.35660  8.00617  0.27
C  4.75517  5.87737  -1.80896  0.13
Cl  3.71251  7.30019  -1.64973  -0.17
Cl  6.43677  6.24021  -1.40084  -0.17
H  4.38976  5.10915  -1.13870  -0.03
H  4.71786  5.53388  -2.83505  0.24

The multiplicity is 1. Its total energy is -5909.566041 hartree. The HOMO-LUMO gap comes out at 9.10 eV. Its net charge is 0.


6.
The following is a DFT calculation (ωB97M-V/def2-TZVPD) of the molecule C8H18S4 in a non-equilibrium geometry.

Each line ends with the Mulliken charge.
Geometry (Å):
C  -3.49725  0.70512  0.71582  -1.00
C  -3.36691  -0.33568  -0.42577  -0.86
C  -2.14694  -0.98597  -0.94303  0.30
C  -1.11265  0.03923  -1.37464  -1.31
S  -1.45213  -1.97297  0.52776  -0.08
S  -0.01559  -3.20455  -0.38099  -0.09
S  1.91609  -2.68298  0.18122  -0.08
S  2.77407  -1.26272  -1.02498  -0.05
C  2.83546  0.36251  -0.12191  0.28
C  2.61907  1.46271  -1.23065  -1.23
C  1.81606  0.46786  1.00304  -0.22
C  2.16306  -0.16484  2.36474  -0.90
H  -3.12788  1.71937  0.47383  0.30
H  -4.50118  1.03920  0.97405  0.37
H  -2.83831  0.42654  1.59151  0.22
H  -3.74659  0.16837  -1.37262  0.31
H  -4.17304  -1.08451  -0.34555  0.39
H  -2.45106  -1.81343  -1.66187  0.37
H  -1.38969  0.75141  -2.17007  0.45
H  -0.86403  0.72963  -0.53692  0.26
H  -0.20829  -0.26813  -1.77958  0.39
H  3.86725  0.42710  0.29943  0.37
H  3.54709  1.51506  -1.92770  0.35
H  1.71494  1.26018  -1.93254  0.18
H  2.49044  2.45146  -0.74530  0.41
H  0.87090  -0.11832  0.64488  -0.37
H  1.43349  1.47126  0.97594  0.58
H  1.21206  -0.63135  3.10270  0.22
H  2.75935  0.72732  2.99140  0.27
H  2.87220  -1.19887  2.12781  0.16

The SMILES is CC[C@@H](C)SSSS[C@@H](C)CC. The multiplicity is 1. Its total energy is -1908.290244 hartree. The HOMO-LUMO gap comes out at 8.88 eV. Its net charge is 0.